{
  "formula": "C33H46Cl51I2N2O4P",
  "method": "the ωB97M-V functional and the def2-TZVPD basis",
  "elements": ["C", "C", "C", "C", "I", "C", "N", "C", "C", "O", "I", "O", "C", "O", "C", "C", "C", "C", "C", "C", "O", "C", "C", "P", "N", "H", "H", "H", "H", "H", "H", "H", "H", "H", "H", "H", "H", "H", "H", "H", "H", "H", "H", "H", "H", "H", "H", "H", "H", "H", "H", "H", "H", "H", "C", "Cl", "Cl", "Cl", "H", "C", "Cl", "Cl", "Cl", "H", "C", "Cl", "Cl", "Cl", "H", "C", "Cl", "Cl", "Cl", "H", "C", "Cl", "Cl", "Cl", "H", "C", "Cl", "Cl", "Cl", "H", "C", "Cl", "Cl", "Cl", "H", "C", "Cl", "Cl", "Cl", "H", "C", "Cl", "Cl", "Cl", "H", "C", "Cl", "Cl", "Cl", "H", "C", "Cl", "Cl", "Cl", "H", "C", "Cl", "Cl", "Cl", "H", "C", "Cl", "Cl", "Cl", "H", "C", "Cl", "Cl", "Cl", "H", "C", "Cl", "Cl", "Cl", "H", "C", "Cl", "Cl", "Cl", "H", "C", "Cl", "Cl", "Cl", "H"],
  "xyz": [[6.363, 0.282, 2.995], [6.324, 0.965, 1.597], [4.912, 1.455, 1.148], [4.350, 0.740, -0.146], [4.379, -1.350, 0.491], [5.209, 1.117, -1.417], [6.266, 2.141, -1.151], [6.026, -0.033, -2.128], [5.253, -0.852, -3.175], [4.962, -1.951, -3.065], [4.682, 0.113, -5.056], [4.320, 1.873, -2.265], [3.514, 2.550, -1.337], [3.338, 3.687, -1.239], [2.965, 1.355, -0.493], [1.947, 1.654, 0.639], [0.841, 2.687, 0.209], [-0.621, 2.123, 0.361], [-1.439, 2.787, 1.489], [-2.931, 2.372, 1.298], [-3.007, 1.022, 0.883], [-4.328, 0.625, 0.575], [-4.329, -0.890, 0.222], [1.896, 0.496, -1.802], [2.344, -0.983, -2.118], [6.351, -0.810, 2.868], [7.337, 0.503, 3.469], [5.579, 0.643, 3.673], [6.946, 1.877, 1.693], [6.832, 0.367, 0.822], [4.214, 1.152, 1.947], [4.822, 2.548, 1.054], [6.465, 2.506, -2.081], [7.077, 1.638, -0.802], [6.551, -0.669, -1.399], [6.827, 0.482, -2.687], [1.475, 0.690, 0.904], [2.398, 2.056, 1.556], [0.910, 3.588, 0.839], [0.954, 3.013, -0.837], [-0.548, 1.038, 0.519], [-1.166, 2.269, -0.586], [-1.317, 3.880, 1.509], [-1.139, 2.412, 2.487], [-3.308, 3.000, 0.460], [-3.489, 2.572, 2.230], [-4.733, 1.155, -0.310], [-4.993, 0.751, 1.453], [-5.026, -1.125, -0.603], [-4.663, -1.499, 1.078], [-3.331, -1.237, -0.087], [1.950, 1.295, -2.976], [0.533, 0.470, -1.399], [1.562, -1.607, -1.932], [-8.052, -1.342, -1.437], [-8.173, -0.803, 0.239], [-6.909, -0.338, -2.328], [-7.579, -3.043, -1.509], [-9.026, -1.239, -1.901], [-2.603, 2.745, -4.026], [-3.618, 3.453, -2.765], [-2.054, 3.982, -5.156], [-1.234, 1.895, -3.309], [-3.198, 2.027, -4.578], [-10.297, -2.919, 2.563], [-9.163, -3.917, 3.473], [-11.551, -3.921, 1.821], [-11.021, -1.690, 3.605], [-9.752, -2.418, 1.772], [-14.321, -5.574, 3.575], [-13.186, -6.575, 4.486], [-15.576, -6.572, 2.833], [-15.038, -4.341, 4.615], [-13.775, -5.072, 2.784], [-5.757, -1.098, -6.153], [-5.005, -0.017, -4.973], [-5.199, -2.754, -5.916], [-7.514, -1.007, -6.037], [-5.463, -0.778, -7.146], [7.814, -3.885, 1.147], [8.607, -2.353, 0.759], [9.006, -5.171, 1.347], [6.830, -3.721, 2.604], [7.161, -4.148, 0.322], [-10.207, 2.604, 1.061], [-8.523, 2.758, 0.550], [-11.253, 3.624, 0.071], [-10.711, 0.914, 0.984], [-10.288, 2.933, 2.091], [8.145, -6.033, 5.470], [9.674, -6.889, 5.255], [7.070, -6.951, 6.530], [8.427, -4.409, 6.110], [7.669, -5.936, 4.500], [9.642, 3.563, -2.933], [8.382, 3.019, -4.051], [9.602, 5.315, -2.736], [9.483, 2.753, -1.367], [10.602, 3.292, -3.354], [10.708, -2.163, 8.530], [9.666, -1.464, 9.773], [11.238, -0.923, 7.390], [12.095, -2.974, 9.261], [10.134, -2.901, 7.984], [-5.265, 2.559, 4.934], [-6.822, 2.173, 4.201], [-4.034, 1.400, 4.421], [-4.775, 4.207, 4.529], [-5.369, 2.490, 6.010], [4.134, -2.997, 5.736], [4.919, -1.469, 5.323], [5.327, -4.283, 5.955], [3.145, -2.818, 7.190], [3.483, -3.274, 4.914], [4.649, 5.550, -3.851], [6.287, 5.343, -3.226], [4.234, 7.264, -3.962], [4.482, 4.763, -5.427], [3.962, 5.077, -3.161], [-9.318, -4.717, -6.389], [-8.450, -3.994, -7.747], [-8.664, -4.145, -4.850], [-11.045, -4.367, -6.498], [-9.185, -5.792, -6.435], [-5.504, 5.643, -6.597], [-5.325, 3.932, -6.204], [-5.642, 5.871, -8.342], [-6.903, 6.329, -5.766], [-4.617, 6.164, -6.255], [0.391, -5.246, 7.294], [0.577, -6.956, 7.689], [0.314, -5.015, 5.544], [-1.046, -4.578, 8.073], [1.258, -4.715, 7.666], [4.227, 1.859, -9.209], [3.842, 1.802, -7.484], [4.080, 0.255, -9.931], [3.186, 3.017, -10.042], [5.254, 2.187, -9.316]],
  "forces_ev_per_a": [[0.976, -0.183, -0.729], [0.202, 1.404, 0.483], [-0.570, -1.069, 0.041], [0.236, 0.566, 0.749], [-0.366, 0.065, -0.431], [1.911, 0.086, -0.310], [-0.991, -0.619, 0.810], [-0.689, 0.931, -1.331], [0.749, 2.734, 0.402], [-0.579, -3.717, 0.353], [0.414, -0.006, 0.589], [0.191, 0.281, 0.120], [0.089, -4.145, 0.779], [-0.363, 2.884, -0.534], [-0.589, 1.082, -0.199], [-0.046, 0.683, -0.068], [-0.797, -0.541, 0.161], [0.706, 0.534, 0.040], [-0.533, -1.416, 0.157], [0.684, 1.220, -0.626], [-0.173, 0.087, 0.490], [-0.369, -1.361, -0.314], [-0.206, -0.091, 0.099], [0.261, -2.107, -0.625], [-0.354, 0.548, 0.159], [-0.421, 0.363, 0.288], [-0.400, -0.019, -0.114], [0.085, -0.178, -0.346], [-0.247, -0.307, -0.205], [-0.322, -0.093, 0.429], [0.255, 0.229, -0.270], [0.325, -0.337, -0.165], [0.272, 0.079, 0.264], [0.097, 0.454, -0.106], [-0.675, 0.001, -0.115], [-0.417, -0.166, 0.037], [0.193, 0.344, 0.017], [0.197, -0.315, -0.365], [0.239, -0.250, -0.379], [0.201, -0.052, 0.371], [-0.320, 0.325, 0.033], [0.158, -0.045, 0.346], [-0.235, -0.297, -0.175], [0.221, 0.150, -0.402], [-0.207, -0.150, 0.488], [-0.023, -0.134, -0.599], [0.241, 0.281, 0.501], [0.174, 0.374, -0.411], [0.367, 0.271, 0.395], [0.306, 0.213, -0.224], [-0.243, 0.260, 0.133], [-0.081, 0.412, 0.557], [0.404, 0.790, 0.142], [0.342, -0.158, -0.058], [0.131, -0.028, -0.022], [0.275, -0.207, -0.049], [-0.255, -0.031, -0.002], [-0.044, 0.026, -0.032], [0.044, -0.005, 0.038], [-0.052, 0.132, 0.003], [-0.011, -0.057, -0.025], [0.169, -0.022, 0.069], [0.007, -0.056, -0.108], [0.042, 0.038, 0.019], [0.014, -0.016, 0.206], [-0.021, 0.046, -0.076], [0.065, 0.040, -0.124], [0.025, -0.041, -0.065], [-0.046, -0.047, 0.017], [-0.050, -0.061, 0.080], [-0.009, 0.078, -0.083], [0.043, 0.036, -0.016], [0.049, -0.001, -0.059], [-0.048, -0.048, 0.110], [-0.151, -0.150, 0.027], [0.163, 0.106, -0.108], [0.011, 0.080, -0.020], [0.113, 0.160, -0.043], [0.005, 0.015, 0.072], [0.037, 0.018, 0.001], [-0.054, -0.016, -0.015], [-0.056, 0.028, 0.001], [-0.033, -0.033, 0.038], [0.027, 0.040, 0.039], [0.049, -0.018, -0.142], [-0.008, 0.086, 0.081], [0.017, -0.042, 0.071], [-0.386, 0.263, 0.149], [0.026, -0.009, -0.057], [0.170, -0.069, 0.048], [-0.054, 0.039, -0.053], [0.064, -0.006, -0.035], [0.359, -0.083, -0.046], [0.019, 0.045, 0.052], [-0.068, -0.019, -0.070], [0.281, -0.189, 0.015], [0.050, -0.094, 0.004], [0.159, 0.055, -0.056], [-0.050, 0.007, 0.036], [0.052, 0.063, 0.055], [0.002, -0.040, -0.053], [-0.037, -0.054, 0.002], [-0.059, -0.002, -0.042], [0.031, 0.000, 0.024], [0.065, -0.008, -0.071], [-0.023, -0.017, -0.007], [-0.074, -0.095, 0.243], [-0.010, -0.037, 0.039], [0.009, 0.009, -0.059], [0.074, -0.013, -0.041], [-0.105, -0.253, 0.071], [-0.612, 0.234, -0.035], [0.002, 0.047, -0.008], [-0.001, 0.023, 0.065], [0.035, 0.031, -0.052], [-0.307, 0.192, 0.041], [-0.007, -0.060, 0.015], [-0.014, -0.022, 0.092], [0.013, -0.020, 0.039], [0.005, 0.126, 0.016], [-0.043, -0.136, 0.007], [-0.031, -0.121, -0.007], [0.042, -0.047, 0.000], [-0.008, 0.060, 0.001], [-0.050, -0.007, -0.017], [-0.167, -0.047, -0.044], [0.044, 0.005, 0.057], [0.074, -0.006, 0.000], [-0.039, -0.042, -0.010], [-0.097, -0.089, 0.018], [0.029, 0.063, -0.007], [0.065, 0.037, 0.031], [0.067, 0.013, -0.016], [-0.038, -0.035, -0.044], [-0.128, -0.031, -0.032], [-0.112, 0.361, -0.538], [0.045, 0.048, 0.028], [0.061, 0.002, 0.014], [-0.056, -0.015, 0.019]],
  "mulliken_charge": [-1.1466, -0.2698, -0.9459, -0.4148, 0.0812, 1.1726, -0.4429, -0.2505, -0.3058, -0.3958, 0.1131, -0.3767, -1.0985, -0.5896, 1.8455, -0.9005, -0.5617, 0.2029, -0.8813, -0.0241, -0.2454, 0.1692, -0.9023, 0.3598, -0.6440, 0.1692, 0.3601, 0.3158, 0.3561, 0.0253, 0.6419, 0.3327, -0.0583, 0.1573, 0.3214, 0.5705, 0.5556, 0.3822, 0.5231, 0.2308, 0.2966, -0.3421, 0.3761, 0.2352, 0.2029, -0.1440, 0.1440, 0.1053, 0.0287, 0.2458, 0.3574, -0.0013, 0.0185, 0.2164, -0.1746, -0.0754, -0.0070, -0.1479, 0.3888, 0.2917, -0.0906, -0.1252, 0.0023, -0.1421, 0.7357, -0.1251, -0.1299, -0.1359, -0.3392, 0.4310, -0.1162, -0.1300, -0.1222, -0.0580, -0.0571, -0.0670, -0.1072, -0.0993, 0.3347, -0.0107, -0.1089, -0.1336, -0.0596, 0.2974, -0.0233, -0.0677, -0.1260, -0.0670, 0.2839, 0.1445, -0.1435, -0.1229, -0.0937, 0.1905, -0.0722, -0.0649, -0.1045, -0.1083, 0.3781, 0.4978, -0.1206, -0.1231, -0.1247, -0.1275, -0.0522, -0.0839, -0.0816, -0.1384, 0.3674, 0.0304, -0.0971, -0.0235, -0.1573, 0.2638, 0.4659, -0.0735, -0.1476, -0.0857, -0.1824, -0.0498, -0.0990, -0.0318, -0.1262, 0.3184, 0.0409, -0.0354, -0.1248, -0.1205, 0.2493, 0.3800, -0.1277, -0.1205, -0.1250, -0.0022, -0.0383, -0.1278, -0.1219, -0.1233, 0.2869],
  "homo_energy_ev": -8.386,
  "gap_ev": 8.3,
  "charge": 0,
  "multiplicity": 1,
  "lumo_ev": -0.04
}